The ion C17H32NO2 with charge +1 at a distorted geometry. Source: the Open Molecules 2025 dataset; level of theory: wB97M-V/def2-TZVPD.

Positions of all 52 atoms, in Å:
1 C 0.97 -1.33 4.78
2 C 0.02 -0.94 3.66
3 N 0.40 -1.42 2.29
4 C 0.69 -2.87 2.33
5 C 1.58 -0.61 1.81
6 C 2.63 -1.33 0.98
7 C -0.77 -1.18 1.42
8 C -0.59 -1.49 -0.08
9 O 0.19 -2.29 -0.53
10 O -1.46 -0.77 -0.75
11 C -1.49 -0.87 -2.19
12 C -0.84 0.34 -2.88
13 C 0.63 0.50 -2.44
14 C 1.48 1.15 -3.54
15 C 0.75 1.31 -1.18
16 C -0.22 2.03 -0.63
17 C -0.02 2.84 0.62
18 C -1.59 2.10 -1.24
19 C -1.60 1.66 -2.70
20 C -3.02 1.60 -3.24
21 H 2.00 -1.05 4.57
22 H 0.93 -2.40 5.00
23 H 0.67 -0.80 5.68
24 H -0.07 0.15 3.61
25 H -0.97 -1.35 3.89
26 H 0.82 -3.25 1.32
27 H -0.13 -3.39 2.81
28 H 1.60 -3.05 2.90
29 H 2.08 -0.19 2.69
30 H 1.17 0.22 1.22
31 H 2.20 -1.80 0.10
32 H 3.17 -2.08 1.55
33 H 3.35 -0.59 0.65
34 H -1.60 -1.82 1.76
35 H -1.09 -0.14 1.50
36 H -0.98 -1.79 -2.48
37 H -2.55 -0.94 -2.45
38 H -0.85 0.08 -3.94
39 H 1.05 -0.49 -2.25
40 H 1.46 0.55 -4.44
41 H 1.12 2.14 -3.77
42 H 2.51 1.24 -3.21
43 H 1.74 1.32 -0.74
44 H -0.79 2.60 1.36
45 H -0.13 3.90 0.38
46 H 0.96 2.69 1.05
47 H -1.96 3.13 -1.17
48 H -2.28 1.48 -0.65
49 H -1.05 2.41 -3.28
50 H -3.03 1.22 -4.26
51 H -3.46 2.60 -3.25
52 H -3.66 0.97 -2.63

Values from the calculation:
Frontier orbital gap = 0.3478 Ha
Net charge = +1
Energy above the lowest of the compared OMol25 structures with the same formula, charge and spin = 0.711 eV
Molar mass = 282.4 g mol⁻¹
Structure (SMILES) = CC[N+](C)(CC)CC(=O)OC[C@@H]1[C@@H](C)C=C(C)C[C@@H]1C
E = -871.97306 hartree

Atom charges from the Mulliken analysis, given in e for atoms 1 to 8: atom 1 (C): -1.27, atom 2 (C): -0.42, atom 3 (N): 0.45, atom 4 (C): -1.28, atom 5 (C): 0.73, atom 6 (C): -1.51, atom 7 (C): -0.82, atom 8 (C): 0.60